1.
Entry from the Open Molecules 2025 dataset: 2 unconnected molecules or ions with the total composition C4H12ClNSi in a non-equilibrium geometry (ωB97M-V/def2-TZVPD).

```
19
Properties=species:S:1:pos:R:3:nbo_charge:R:1
Cl -0.879 3.822 2.797 -0.34
Si -0.807 0.418 0.726 1.03
N 0.098 1.334 1.706 -0.70
C -1.628 -1.690 -1.133 -0.61
C 0.610 -0.397 -1.671 -0.63
C -0.360 -0.941 -0.626 -0.57
C 1.543 1.558 2.146 -0.45
H -0.680 2.672 2.330 0.28
H -2.295 0.285 0.944 -0.16
H 1.129 0.584 -1.508 0.20
H -2.132 -1.859 -0.166 0.23
H 0.066 -0.150 -2.524 0.21
H 2.104 1.639 1.216 0.23
H 0.295 -1.541 0.151 0.21
H 1.756 0.664 2.705 0.21
H 1.346 -1.021 -1.981 0.20
H -2.030 -0.948 -1.805 0.21
H 1.646 2.433 2.838 0.23
H -1.245 -2.504 -1.604 0.21
```

Its energy above the lowest of the compared OMol25 structures with the same formula, charge and spin is 186.0 kJ/mol. The value obtained for the HOMO-LUMO gap (alpha / beta) is 6.2 / 6.8 eV. Its spin multiplicity is 3. For the total energy, the calculation gives -26227.19893 eV. The expectation value of S² is 2.006. The charge is 0.

2.
Entry from the Open Molecules 2025 dataset: a molecular structure, C4H12N2 in a non-equilibrium geometry (ωB97M-V/def2-TZVPD).

```
18
Properties=species:S:1:pos:R:3:nbo_charge:R:1
N 0.052 -1.303 0.105 -0.41
N -1.760 -1.948 -0.072 -0.92
C 1.433 0.284 -0.525 -0.39
C -1.335 0.826 0.034 -0.66
C 1.869 1.146 0.633 -0.64
C -0.479 -0.251 -0.580 0.10
H -2.346 0.780 -0.369 0.24
H 2.122 -0.536 -0.710 0.21
H -1.747 -2.565 -0.882 0.34
H 2.037 0.556 1.536 0.20
H 1.319 0.849 -1.451 0.20
H -1.393 0.715 1.118 0.21
H 2.807 1.665 0.404 0.22
H -0.576 -0.385 -1.654 0.20
H 0.051 -1.097 1.106 0.35
H -0.922 1.817 -0.182 0.21
H 1.144 1.932 0.861 0.21
H -2.277 -2.484 0.629 0.34
```

Its energy above the lowest of the compared OMol25 structures with the same formula, charge and spin is 504.2 kJ/mol. The value obtained for the HOMO-LUMO gap is 9.0 eV. For the total energy, the calculation gives -7317.80288 eV. The charge is 0.

3.
Entry from the Open Molecules 2025 dataset: 16 unconnected molecules or ions with the total composition C80H80N16 in a non-equilibrium geometry (ωB97M-V/def2-TZVPD).

```
176
Properties=species:S:1:pos:R:3:lowdin_charge:R:1
N 4.650 -8.370 20.933 0.07
N 6.106 -4.952 19.987 0.07
N 6.008 -6.873 25.471 0.10
N 5.117 -9.689 31.046 0.05
N 8.615 -7.187 32.663 0.05
N 4.687 -11.515 27.481 0.07
N 3.971 -1.760 25.594 0.07
N 10.108 -1.132 25.058 0.05
N 8.318 -6.161 28.406 0.07
N 10.678 -9.366 23.337 0.05
N 6.317 -13.180 23.661 0.06
N 0.423 -8.319 28.008 0.07
N 10.331 -9.750 28.096 0.07
N 0.737 -5.797 24.527 0.06
N 1.262 -4.327 28.488 0.09
N -2.447 -4.407 26.447 0.06
C 8.978 -9.608 28.225 -0.15
C 2.830 -9.571 30.210 -0.08
C 4.224 -9.008 23.248 -0.07
C -2.138 -5.727 26.273 -0.14
C 3.873 -7.589 31.088 -0.07
C 3.507 -10.923 27.050 -0.11
C 2.953 -9.483 22.829 -0.09
C 10.424 -2.153 24.210 -0.14
C 8.164 -10.589 28.752 -0.09
C 7.057 -14.110 24.238 -0.19
C 1.535 -6.012 23.384 -0.08
C 3.057 -3.594 30.487 -0.08
C 4.957 -8.127 27.343 -0.06
C 2.387 -3.752 23.607 -0.10
C 1.980 -4.429 30.777 -0.08
C 10.550 -8.787 24.575 -0.13
C 0.728 -4.572 25.135 -0.14
C 9.448 -5.000 30.207 -0.07
C 9.463 -5.816 29.050 -0.13
C 9.777 -3.793 25.853 -0.06
C 2.746 -8.220 30.529 -0.10
C -3.075 -6.708 25.943 -0.05
C 4.938 -6.009 25.631 -0.14
C 3.234 -3.149 29.186 -0.08
C 10.146 -8.219 34.189 -0.06
C -0.554 -9.100 28.615 -0.11
C 9.198 -7.257 33.855 -0.17
C 5.604 -0.528 24.251 -0.08
C 6.244 -2.543 25.358 -0.08
C 2.380 -4.967 22.941 -0.07
C 9.758 -9.239 32.046 -0.05
C -4.756 -4.907 26.103 -0.08
C 10.287 -3.480 24.616 -0.09
C 10.367 -9.300 33.283 -0.06
C 3.032 -12.869 25.695 -0.07
C 5.517 -4.081 20.808 -0.16
C 9.844 -8.983 22.366 -0.15
C 8.262 -4.379 30.534 -0.11
C 4.141 -13.435 26.189 -0.10
C 7.433 -5.158 20.165 -0.13
C 7.436 -3.934 22.238 -0.07
C 4.954 -12.754 27.079 -0.15
C 2.537 -9.443 21.518 -0.09
C 1.174 -4.872 29.735 -0.13
C -1.253 -9.965 26.499 -0.09
C -1.448 -9.860 27.867 -0.08
C 5.979 -7.905 26.382 -0.14
C -3.734 -3.997 26.346 -0.14
C 8.000 -13.842 25.225 -0.06
C 8.128 -4.643 21.282 -0.08
C 8.195 -12.491 25.586 -0.07
C 3.929 -6.123 26.535 -0.09
C 0.492 -8.300 26.700 -0.18
C 8.696 -7.443 23.792 -0.09
C 7.124 -4.631 29.844 -0.07
C 6.462 -11.869 24.051 -0.10
C 3.911 -7.178 27.407 -0.06
C -4.423 -6.257 25.920 -0.07
C 2.641 -11.626 26.213 -0.05
C 5.051 -8.327 31.318 -0.11
C 2.281 -3.469 28.248 -0.15
C -0.351 -9.078 25.883 -0.07
C 7.323 -11.527 25.108 -0.07
C 1.575 -3.534 24.707 -0.08
C 9.369 -2.738 26.706 -0.08
C 6.630 -1.411 24.542 -0.05
C 4.304 -0.739 24.757 -0.13
C 5.062 -8.499 22.244 -0.12
C 3.399 -8.819 20.628 -0.15
C 7.179 -5.594 28.815 -0.13
C 10.187 -11.864 29.177 -0.07
C 4.038 -10.293 30.471 -0.14
C 8.931 -7.939 22.513 -0.08
C 8.762 -11.788 29.093 -0.07
C 9.646 -1.452 26.302 -0.16
C 10.927 -10.824 28.647 -0.17
C 5.006 -2.661 25.897 -0.14
C 9.557 -7.851 24.813 -0.09
C 6.126 -3.583 21.931 -0.07
C 8.885 -8.163 31.762 -0.12
H 10.672 -1.870 23.198 0.10
H -1.097 -5.945 26.460 0.06
H 7.888 -6.743 23.945 0.07
H 9.177 -4.841 21.450 0.10
H 11.092 -10.079 33.467 0.10
H -0.527 -9.017 29.691 0.10
H 2.301 -9.933 23.563 0.08
H 4.588 -8.982 24.265 0.08
H 0.184 -4.448 26.060 0.06
H 4.470 -3.888 20.625 0.09
H 9.525 -4.818 26.083 0.09
H 10.342 -4.603 30.666 0.10
H -5.074 -7.081 25.671 0.09
H 3.820 -6.539 31.333 0.08
H 4.746 -3.395 26.645 0.08
H 3.143 -7.361 28.145 0.08
H 10.658 -8.183 35.140 0.09
H 2.465 -3.156 27.230 0.06
H 8.991 -6.408 34.489 0.10
H 10.016 -9.905 31.235 0.08
H 5.137 -8.977 27.984 0.07
H 6.025 -8.126 22.559 0.08
H 3.231 -9.962 27.457 0.07
H 9.448 -7.441 25.807 0.07
H 5.750 -11.124 23.729 0.08
H 8.532 -14.623 25.749 0.10
H 4.143 -2.569 29.124 0.10
H 3.570 0.015 24.512 0.10
H 10.571 -4.261 23.926 0.10
H 5.579 -2.983 22.643 0.08
H 7.918 -3.484 23.094 0.07
H 7.439 -10.567 25.588 0.08
H 2.958 -2.976 23.119 0.09
H 8.347 -8.049 30.832 0.08
H 2.379 -13.495 25.105 0.11
H 3.061 -8.644 19.617 0.10
H 7.097 -10.487 28.617 0.08
H 10.032 -9.441 21.407 0.10
H 5.912 -7.838 31.749 0.08
H 4.371 -14.439 25.864 0.11
H 1.131 -7.521 26.311 0.08
H 8.938 -12.338 26.354 0.09
H 5.858 -13.113 27.549 0.10
H 3.826 -3.252 31.165 0.10
H 8.537 -8.818 27.635 0.06
H 11.230 -9.111 25.350 0.09
H 6.897 -3.357 25.634 0.09
H 7.970 -5.747 19.436 0.10
H 8.290 -7.519 21.752 0.08
H 3.102 -5.434 26.628 0.08
H 9.280 -0.628 26.896 0.10
H 1.592 -9.752 21.098 0.10
H 10.417 -6.202 28.721 0.10
H 1.699 -4.708 31.782 0.10
H 8.231 -3.730 31.397 0.11
H 1.580 -2.549 25.150 0.09
H 1.459 -6.997 22.947 0.08
H 10.684 -12.761 29.515 0.10
H 6.756 -8.652 26.320 0.07
H 1.969 -10.069 29.787 0.08
H 8.960 -2.877 27.696 0.09
H -1.819 -10.614 25.847 0.11
H 7.622 -1.224 24.155 0.09
H 4.951 -5.219 24.896 0.09
H -2.860 -7.742 25.717 0.08
H -5.778 -4.593 25.949 0.09
H 1.875 -7.629 30.286 0.07
H 12.000 -10.828 28.528 0.10
H 2.924 -5.087 22.016 0.08
H -2.275 -10.409 28.292 0.10
H 6.248 -5.715 28.282 0.08
H 6.172 -4.260 30.194 0.09
H 5.724 0.355 23.641 0.10
H 4.182 -11.348 30.294 0.09
H -0.298 -9.125 24.805 0.10
H -3.814 -2.920 26.331 0.10
H 0.314 -5.508 29.885 0.10
H 1.720 -11.142 25.922 0.08
H 8.114 -12.592 29.411 0.10
H 6.813 -15.148 24.067 0.10
```

Its energy above the lowest of the compared OMol25 structures with the same formula, charge and spin is 172.5 kJ/mol. The value obtained for the HOMO-LUMO gap is 9.7 eV. For the total energy, the calculation gives -108093.94032 eV. The charge is 0.

4.
Entry from the Open Molecules 2025 dataset: a molecular structure, C37H56N2OP2S3W in a non-equilibrium geometry (ωB97M-V/def2-TZVPD).

```
102
Properties=species:S:1:pos:R:3:lowdin_charge:R:1
W -0.227 0.942 0.605 0.91
S -1.543 2.545 3.229 0.77
S -1.293 1.827 -1.418 0.64
S 0.422 3.394 0.831 0.58
P -2.409 -0.346 0.331 1.00
P 2.215 1.112 -0.641 1.03
O -2.286 2.010 4.376 -0.53
N -1.271 1.518 2.152 -0.67
N 0.105 -1.222 0.390 -0.16
C 1.195 -4.349 2.143 -0.02
C -3.483 -1.035 2.801 -0.10
C -0.907 4.168 -0.008 -0.67
C 1.272 -1.630 2.467 -0.20
C -3.989 0.448 -0.244 -0.52
C 2.466 1.603 -2.446 -0.51
C 0.630 -2.135 1.311 -0.22
C 2.648 -4.754 4.164 -0.05
C -2.970 5.484 -1.357 -0.10
C 1.170 -0.186 2.864 -0.07
C -2.321 -1.424 -2.359 -0.04
C -0.418 -1.608 -0.859 -0.36
C 3.537 2.180 0.189 -0.53
C -2.187 -2.215 -4.756 -0.05
C 0.511 -3.554 1.230 -0.17
C -0.300 -2.450 -3.110 -0.03
C 1.917 -2.472 3.360 -0.02
C 3.951 1.810 -2.774 -0.11
C -2.811 -1.668 1.577 -0.48
C -2.252 6.145 -0.368 -0.10
C -3.597 -2.872 1.050 -0.11
C 0.282 -2.269 -1.865 -0.05
C 3.523 2.072 1.718 -0.13
C -2.662 4.170 -1.666 -0.13
C -1.592 -2.015 -3.387 -0.26
C -4.305 1.672 0.622 -0.11
C -1.750 -1.235 -1.112 -0.34
C 1.937 -3.845 3.197 -0.28
C 3.352 -1.223 -2.006 -0.13
C 3.083 -0.595 -0.630 -0.49
C 3.605 3.670 -0.198 -0.13
C -1.226 5.493 0.296 -0.12
C 1.643 2.785 -2.981 -0.12
C 4.371 -0.727 0.190 -0.10
C -5.191 -0.490 -0.357 -0.10
C -0.391 -4.311 0.279 -0.03
C -1.638 3.505 -0.994 -0.64
H -2.493 7.168 -0.108 0.10
H 1.287 0.510 2.007 -0.02
H -3.213 3.637 -2.432 0.10
H 1.961 0.082 3.561 0.10
H -0.643 -5.270 0.732 0.08
H 3.288 -5.462 3.636 0.08
H 1.110 -5.427 2.041 0.12
H 0.267 -2.940 -3.895 0.12
H -3.120 -1.664 -4.866 0.07
H 2.497 -1.182 -2.674 0.05
H -5.601 -0.740 0.621 0.07
H -3.337 -3.757 1.634 0.08
H 4.651 3.986 -0.192 0.09
H 4.455 1.720 -0.175 0.07
H -2.955 -0.142 3.133 0.03
H 2.128 0.719 -2.984 0.08
H -1.495 -1.878 -5.528 0.08
H -1.818 -2.012 1.879 0.09
H -3.374 -3.085 0.003 0.06
H 4.397 2.594 2.113 0.09
H -3.769 5.993 -1.880 0.10
H -3.342 -1.111 -2.549 0.11
H 0.214 -0.003 3.354 0.07
H 4.205 -0.760 -2.501 0.07
H -5.977 0.010 -0.927 0.09
H -5.075 2.285 0.149 0.09
H 3.188 3.883 -1.177 0.04
H 4.601 1.105 -2.256 0.05
H 2.399 -2.032 4.228 0.12
H 0.666 2.458 -3.309 0.03
H -0.658 5.997 1.068 0.10
H -4.514 -0.757 2.577 0.06
H 4.280 2.815 -2.520 0.07
H 4.231 -0.488 1.242 0.06
H 3.266 -4.182 4.855 0.07
H 1.491 3.576 -2.247 0.06
H 4.691 -1.770 0.143 0.09
H -3.733 0.799 -1.242 0.06
H 2.638 2.557 2.129 0.04
H 2.158 3.219 -3.842 0.08
H 4.098 1.672 -3.846 0.09
H 3.063 4.278 0.516 0.04
H 0.084 -4.516 -0.681 0.08
H -4.670 -2.713 1.144 0.07
H -1.316 -3.780 0.080 0.05
H -3.502 -1.746 3.630 0.09
H -4.662 1.379 1.611 0.07
H 3.557 1.046 2.077 0.04
H 1.273 -2.649 -1.665 0.10
H -2.391 -3.274 -4.931 0.08
H -3.419 2.291 0.755 0.04
H -4.936 -1.415 -0.876 0.06
H 5.185 -0.120 -0.211 0.07
H 2.340 -1.218 -0.132 0.05
H 3.599 -2.277 -1.853 0.09
H 1.929 -5.330 4.750 0.08
```

Its energy above the lowest of the compared OMol25 structures with the same formula, charge and spin is 65.2 kJ/mol. The value obtained for the HOMO-LUMO gap (alpha / beta) is 6.4 / 6.0 eV. Its spin multiplicity is 3. For the total energy, the calculation gives -97215.51257 eV. The expectation value of S² is 2.051. The charge is 0.

5.
Entry from the Open Molecules 2025 dataset: 3 unconnected molecules or ions with the total composition C2H3Cl2F in a non-equilibrium geometry (ωB97M-V/def2-TZVPD).

```
8
Properties=species:S:1:pos:R:3:nbo_charge:R:1
Cl 1.677 -0.487 1.483 0.04
Cl -0.678 0.961 1.689 0.09
F -0.593 -1.242 0.864 -0.38
C -0.062 0.152 -0.837 -0.64
C 0.173 -0.042 0.707 0.11
H -0.438 1.759 -1.202 0.24
H 1.070 -0.290 -1.192 0.24
H -1.149 -0.811 -1.511 0.30
```

Its energy above the lowest of the compared OMol25 structures with the same formula, charge and spin is 582.5 kJ/mol. The value obtained for the HOMO-LUMO gap is 10.9 eV. For the total energy, the calculation gives -29879.08473 eV. The charge is 0.

6.
Entry from the Open Molecules 2025 dataset: C2H4N4 in the gas phase (ωB97M-V/def2-TZVPD).

```
10
Properties=species:S:1:pos:R:3:nbo_charge:R:1
N 0.327 1.326 -0.780 -0.25
N 1.414 0.269 1.500 -0.64
N -1.868 0.200 -0.964 -0.80
N 0.672 -0.235 -0.707 -0.38
C -0.556 0.444 -0.772 0.50
C 1.225 -0.565 0.563 0.24
H -2.513 0.980 -0.986 0.41
H 1.576 -1.599 0.557 0.16
H 1.977 -0.142 2.244 0.35
H -2.255 -0.677 -0.656 0.41
```

Its energy above the lowest of the compared OMol25 structures with the same formula, charge and spin is 314.5 kJ/mol. The value obtained for the HOMO-LUMO gap is 9.7 eV. As for the SMILES: [H]/N=C/N1N=C1N. For the total energy, the calculation gives -8096.05435 eV. The charge is 0.